No. 1
ORCA calculation (wB97M-V/def2-TZVPD) on a structure of composition C41H50FeN4O5SSeSi at a distorted geometry.

Structure (ORCA input):
```
! RIJCOSX wB97M-V def2-TZVPD def2/J DEFGRID3
* xyz -1 2
Fe -0.21135 0.99478 -1.36699
C -0.10369 2.73542 -3.98543
N -1.01376 2.16712 -2.95971
C -2.00346 1.33511 -3.68336
C -1.55937 3.33738 -2.27068
C -2.49070 4.16502 -2.86322
C -2.80148 5.39478 -2.29281
C -2.10661 5.79463 -1.16069
C -1.18037 4.95673 -0.55768
C -0.93418 3.67335 -1.06317
N -0.10184 2.72442 -0.51603
C 0.09540 2.66226 0.86074
C -0.69581 3.30319 1.81620
C -0.47158 3.12386 3.17552
C 0.53500 2.28652 3.62189
C 1.28497 1.58574 2.68141
C 1.05113 1.74665 1.32950
N 1.71571 0.97949 0.32087
C 2.95145 1.66426 -0.04545
C 1.97858 -0.40988 0.66606
H -0.68891 3.37294 -4.65447
H 0.65961 3.33583 -3.49557
H 0.35591 1.92800 -4.54410
H -2.38730 1.87743 -4.55286
H -1.49346 0.43406 -4.01790
H -2.81345 1.06081 -3.01925
H -2.96825 3.85565 -3.78492
H -3.54740 6.03612 -2.74331
H -2.28773 6.77189 -0.72894
H -0.64184 5.30095 0.31418
H -1.53985 3.90092 1.50156
H -1.11690 3.62817 3.88498
H 0.71569 2.14905 4.68042
H 2.03883 0.88052 3.00828
H 3.62835 1.72979 0.81996
H 3.43772 1.11784 -0.85074
H 2.70872 2.66890 -0.38774
H 2.76794 -0.51651 1.42434
H 1.06285 -0.87152 1.03116
H 2.29614 -0.92965 -0.24090
C 3.05421 1.89939 -5.55539
Si 3.31489 1.68133 -3.69808
C 4.91280 0.70585 -3.47029
C 3.58120 3.40086 -2.96637
Se 1.66017 0.37696 -2.86845
H 3.95603 2.29141 -6.03471
H 2.23839 2.59402 -5.76738
H 2.80790 0.94025 -6.01553
H 5.73979 1.15840 -4.02560
H 4.78184 -0.31969 -3.82112
H 5.19239 0.66344 -2.41490
H 4.41636 3.89328 -3.47379
H 3.81849 3.35118 -1.90523
H 2.70122 4.03641 -3.08500
C 3.65566 -4.58472 0.81984
C 2.42996 -4.02438 0.14702
C 2.45782 -3.64316 -1.19264
C 1.33805 -3.10050 -1.80494
C 0.17565 -2.92607 -1.06865
C 0.12247 -3.31497 0.25967
C 1.24512 -3.86560 0.86017
S -1.23364 -2.15606 -1.82867
O -1.44306 -2.80792 -3.09739
O -2.31467 -2.23457 -0.87155
O -0.76562 -0.76110 -2.05472
H 4.43330 -4.81811 0.09227
H 3.42067 -5.49634 1.37234
H 4.07058 -3.86811 1.53305
H 3.37189 -3.76668 -1.76326
H 1.36288 -2.79375 -2.84244
H -0.80136 -3.19513 0.80599
H 1.19402 -4.17292 1.90051
C 0.77473 -4.66815 4.84196
C -0.47819 -4.29606 4.09510
C -1.43026 -5.26735 3.81151
C -2.57599 -4.93906 3.10022
C -2.77548 -3.64219 2.66801
C -1.83904 -2.65038 2.96441
N -1.99368 -1.33963 2.47731
C -3.21316 -0.78430 2.12687
C -4.36444 -1.05941 2.87767
C -5.57841 -0.49405 2.54645
C -5.68748 0.37129 1.46096
C -4.55531 0.65886 0.72405
C -3.31847 0.10109 1.04012
C -2.15565 0.46683 0.18650
O -2.33463 1.10847 -0.88275
O -0.96763 0.18771 0.52923
C -0.68026 -2.97331 3.68256
C 0.35398 -1.92576 3.99545
H 0.77676 -5.72955 5.08834
H 0.87071 -4.10307 5.77232
H 1.66927 -4.45483 4.25024
H -1.26264 -6.28851 4.13455
H -3.30148 -5.70391 2.85221
H -3.63253 -3.39119 2.05687
H -1.23934 -0.99294 1.88729
H -4.28772 -1.72594 3.72725
H -6.45068 -0.72774 3.14563
H -6.64034 0.81220 1.19909
H -4.59772 1.32631 -0.12664
H 0.04265 -0.93770 3.66547
H 1.30968 -2.15655 3.51443
H 0.54265 -1.87618 5.07137
*
```

Total energy: -177978.636 eV
E_LUMO (spin up / spin down): 1.7037 / 2.4545 eV
Relative energy (zero: lowest compared OMol25 entry of this formula, charge and spin): 0.620 eV
F_max: 1.05 eV/A
Frontier orbital gap (spin up / spin down): 6.27 / 7.02 eV
HOMO energy (spin up / spin down): -4.561 / -4.566 eV

Löwdin atomic charge list, values in e, 99 entries: 0.587 -0.117 -0.227 -0.054 -0.206 -0.036 -0.106 -0.101 -0.039 -0.221 0.018 -0.213 -0.030 -0.094 -0.105 -0.038 -0.228 -0.232 -0.105 -0.086 0.096 0.076 0.022 0.086 0.088 0.092 0.108 0.090 0.096 0.105 0.101 0.096 0.091 0.105 0.099 0.025 0.076 0.088 0.071 0.062 -0.231 0.160 -0.235 -0.205 0.619 0.023 0.014 0.026 0.023 0.022 0.017 0.029 0.002 0.019 -0.055 -0.278 -0.045 -0.076 -0.254 -0.042 -0.033 0.496 -0.300 -0.287 -0.491 0.069 0.075 0.076 0.109 0.101 0.093 0.096 -0.054 -0.256 -0.065 -0.078 -0.034 -0.214 0.115 -0.180 -0.038 -0.093 -0.097 -0.015 -0.052 -0.527 -0.016 -0.050 -0.177 -0.027 0.072 0.079 0.071 0.100 0.100 0.119 0.102 0.111 0.097

No. 2
ORCA calculation (wB97M-V/def2-TZVPD) on a structure of composition C41H51BrFN5O3Si2 at a distorted geometry.

Structure (ORCA input):
```
! RIJCOSX wB97M-V def2-TZVPD def2/J DEFGRID3
* xyz 0 1
C 6.56203 3.06613 4.60644
C 6.04306 4.05434 3.44300
F 6.07017 3.25903 2.21445
C 4.59967 4.68348 3.73762
Si 3.30086 3.43518 2.99603
O 1.83048 3.43389 3.91241
Si 0.47147 2.81759 2.96774
C -1.05893 3.04953 4.13926
C 0.37389 3.92408 1.40101
C -1.04403 3.95024 0.66645
O -1.07836 3.59004 -0.54084
Br -2.76152 4.53054 1.46005
C 0.84548 0.97523 2.63307
C -0.29402 0.19991 1.78786
C -1.73405 0.16203 2.55435
O -0.55040 0.80914 0.50593
C 0.03638 0.07660 -0.59019
C 1.38726 0.70521 -1.17071
C 2.81626 0.43839 -0.64935
C 4.09141 1.06956 -1.31616
C 3.91875 2.00386 -2.56583
C 2.47071 2.31384 -3.07805
C 1.23990 1.67530 -2.39486
H 7.57356 2.58183 4.32550
H 6.73655 3.59928 5.60146
H 5.81960 2.20037 4.71524
H 6.82251 4.89195 3.30816
H 4.43484 4.86267 4.86033
H 4.46610 5.64539 3.11946
H 3.91267 2.09987 3.19757
H 3.13538 3.58719 1.55358
H -1.09045 4.08113 4.62454
H -2.03425 2.73057 3.63957
H -0.87922 2.28273 4.99115
H 0.56867 5.00983 1.76179
H 1.16346 3.71436 0.60563
H 1.83554 0.77809 2.08243
H 0.93093 0.43984 3.65096
H 0.04020 -0.89824 1.73853
H -2.31060 1.09584 2.21353
H -1.61262 0.07933 3.68491
H -2.36021 -0.73895 2.18444
H 0.21629 -1.03298 -0.39458
H -0.73247 0.12330 -1.45552
H 2.98141 -0.23862 0.25000
H 5.15505 0.84624 -0.95101
H 4.83850 2.43776 -3.07600
H 2.27298 2.98878 -3.97614
H 0.19203 1.90178 -2.77566
N 2.75313 0.80263 -6.46956
C 1.55900 0.40237 -6.00327
C 0.38330 0.47252 -6.73373
C 0.43948 0.98927 -8.02004
C 1.66027 1.41202 -8.52607
C 2.77958 1.29685 -7.71750
H 1.56604 0.00919 -4.99175
H -0.55232 0.13219 -6.30745
H -0.45948 1.06168 -8.62268
H 1.74065 1.82088 -9.52566
H 3.75734 1.61045 -8.06951
N -5.21862 1.86833 3.14592
C -6.40380 1.47233 3.63741
C -7.59275 1.53557 2.92849
C -7.56058 2.04076 1.63647
C -6.34943 2.45918 1.10404
C -5.21504 2.35155 1.89277
H -6.37820 1.08811 4.65207
H -8.52013 1.19902 3.37503
H -8.47063 2.10755 1.05003
H -6.28761 2.85912 0.09944
H -4.24303 2.66241 1.52020
N 1.56385 -2.81439 -0.14793
C 1.71205 -3.39174 -1.35152
C 2.33687 -4.61227 -1.54926
C 2.84328 -5.27735 -0.44207
C 2.70532 -4.70287 0.81315
C 2.06091 -3.47989 0.90649
H 1.30267 -2.83158 -2.18644
H 2.42571 -5.03196 -2.54333
H 3.33999 -6.23441 -0.55609
H 3.08846 -5.19421 1.69880
H 1.92506 -2.99178 1.86709
N -0.24763 -6.91617 0.39812
C -1.24568 -7.79898 0.56508
C -2.45042 -7.49446 1.17835
C -2.63795 -6.20391 1.65210
C -1.62227 -5.27168 1.49459
C -0.45556 -5.67397 0.86398
H -1.05046 -8.79511 0.18122
H -3.22203 -8.24694 1.28332
H -3.56680 -5.92714 2.13918
H -1.73432 -4.25548 1.85278
H 0.36630 -4.98026 0.71389
N -3.01773 -2.95463 -3.81769
C -3.82944 -1.91793 -4.08134
C -4.41847 -1.13130 -3.10432
C -4.15937 -1.43245 -1.77502
C -3.32560 -2.49983 -1.47403
C -2.78227 -3.22330 -2.52350
H -4.00406 -1.72421 -5.13482
H -5.06345 -0.30480 -3.37566
H -4.60265 -0.84085 -0.98109
H -3.10208 -2.76329 -0.44752
H -2.12126 -4.06452 -2.33883
*
```

Total energy: -145448.372 eV
E_LUMO: 0.5415 eV
F_max: 5.98 eV/A
Frontier orbital gap: 8.91 eV
HOMO energy: -8.366 eV

Löwdin atomic charge list, values in e, 99 entries: -0.080 -0.384 -0.129 -0.240 0.581 -0.395 0.482 -0.193 -0.214 -0.719 -0.055 0.770 -0.181 -0.389 -0.048 -0.166 -0.175 -0.122 -0.038 -0.060 -0.064 -0.079 -0.036 0.088 0.084 0.073 0.139 0.097 0.082 -0.012 -0.010 0.050 -0.007 0.054 0.112 0.079 0.067 0.106 0.130 0.063 0.084 0.083 0.089 0.130 0.078 0.086 0.081 0.086 0.096 0.059 -0.159 -0.073 -0.085 -0.082 -0.157 0.094 0.099 0.103 0.099 0.100 0.063 -0.153 -0.079 -0.083 -0.070 -0.203 0.101 0.100 0.104 0.104 -0.023 0.050 -0.134 -0.057 -0.073 -0.088 -0.178 0.109 0.107 0.111 0.110 0.107 0.068 -0.152 -0.077 -0.082 -0.069 -0.141 0.101 0.101 0.105 0.098 0.057 0.053 -0.159 -0.078 -0.080 -0.077 -0.155